Record 1
# CH7OS2

A 2-piece molecular cluster, CH7OS2 overall at a distorted geometry (the ωB97M-V functional and the def2-TZVPD basis, the OMol25 dataset).

Last column: natural (NBO) charge in e.
Positions of all 11 atoms, in Å:
O1 2.89541 0.07134 -0.24017  -0.970
H1 0.73824 0.66774 -0.00354  0.258
H2 3.45535 -0.27485 -0.92076  0.492
H3 3.56117 0.37236 0.41516  0.493
C1 -1.06138 -0.75336 -1.56198  -0.721
S1 -0.56963 0.71482 -0.50479  0.439
S2 -0.77851 -0.27569 1.49194  0.042
H4 -1.15801 -1.62350 -0.99936  0.262
H5 -1.95305 -0.45739 -2.08302  0.269
H6 -0.35483 -1.10217 -2.40502  0.287
H7 0.48634 -0.65891 1.49547  0.147

The HOMO energy is -15.09 eV. The value obtained for the LUMO energy is -5.908 eV. For the energy above the lowest of the compared OMol25 structures with the same formula, charge and spin, the calculation gives 24.9 kcal per mole. The value obtained for the frontier orbital gap is 9.1816 eV. Its total charge is +1.


Record 2
# C2H7N3O

The molecule C2H7N3O at a distorted geometry (the ωB97M-V functional and the def2-TZVPD basis, the OMol25 dataset).

Last column: natural (NBO) charge in e.
Positions of all 13 atoms, in Å:
N1 0.00272 0.46848 -1.22161  -0.887
C1 0.82918 0.43577 0.01951  0.243
N2 1.76628 -0.63682 -0.09689  -0.850
N3 -0.17270 0.24860 1.02284  -0.679
C2 -1.18988 -0.31223 0.39687  0.501
O1 -2.43603 0.05297 0.78704  -0.674
H1 -0.48433 1.34907 -1.35180  0.401
H2 0.02149 -0.37466 -1.78161  0.403
H3 1.36252 1.38893 0.12589  0.170
H4 2.52638 -0.49760 0.56137  0.372
H5 1.33298 -1.52434 0.11770  0.355
H6 -1.24317 -1.30575 -0.07521  0.150
H7 -2.31543 0.70759 1.49590  0.495

The HOMO energy is -8.00 eV. As for the SMILES: NC(N)/N=C/O. The value obtained for the LUMO energy is 0.944 eV. For the energy above the lowest of the compared OMol25 structures with the same formula, charge and spin, the calculation gives 75.5 kcal per mole. The value obtained for the frontier orbital gap is 8.9450 eV. Its total charge is 0.